Entry 1:
C30H44EuN4OP2Si as an isolated structure. Source: the Open Molecules 2025 dataset; level of theory: ωB97M-V/def2-TZVPD.

Results
Strongest force on any atom: 3.28 eV Å⁻¹
Frontier orbital gap (alpha / beta): 6.6 / 6.7 eV
Highest occupied orbital energy (alpha / beta): -7.4 / -7.6 eV
LUMO (alpha / beta): -0.031 / -0.031 Eh
Energy relative to the best compared isomer or geometry (same formula, charge and spin): 0.0 kJ/mol
⟨S²⟩: 15.761

Structure (ORCA input):
```
! RIJCOSX wB97M-V def2-TZVPD def2/J DEFGRID3
* xyz 0 8
H -0.10312 -1.99840 4.68476
P -1.99332 -0.75844 -7.42359
C 1.72730 2.05092 -2.07424
C -1.73278 1.86419 -1.94527
H -4.18117 0.58142 -9.30602
H 1.70593 4.11799 -1.89763
H 0.21336 0.10003 -4.26680
C 3.49412 0.35324 -6.64437
H -1.56151 1.50836 3.28127
H -3.67254 -3.08042 -7.21480
H 3.00737 -5.56445 -9.32553
C -1.60236 0.44988 3.57707
C -1.04951 -0.90992 -9.02900
H 2.10957 -4.03387 -7.23472
H -1.34078 0.39962 4.64615
N 2.74614 -0.12508 -7.72904
C 2.76975 -4.50715 -9.34110
H -2.28634 4.09094 -8.79962
H 0.57585 -2.87562 3.31739
H 0.46766 3.40089 0.03263
C -1.24989 2.56403 -0.91340
C -4.17067 -2.36276 -7.84531
N 2.08931 -2.44704 -8.67139
C 2.83481 -3.62709 -10.46727
C 0.95940 3.33471 -2.07372
C -0.24534 -2.21386 3.61545
C -1.05603 1.52328 -3.23939
H -2.73094 1.42478 -1.82697
C -2.17786 3.19771 -8.19976
C -4.41047 -0.40146 -8.95347
H 1.24010 0.60777 4.05919
C 0.38943 -0.39190 -8.90708
H 2.67276 2.05295 -1.52064
H 5.02723 1.72654 -9.26094
C 2.41845 -2.37778 -10.02745
O -0.71204 -0.87684 1.06816
H 2.09627 0.11482 2.57846
H 2.84273 0.26253 -9.86286
H 2.18860 -2.11267 1.56864
H 5.25871 1.68361 -6.53993
H -1.19132 -2.76460 3.53574
C -1.83091 3.15018 -6.81288
H -6.05430 -3.26202 -8.56644
N -2.10946 1.01871 -7.55662
H 0.49488 3.59542 -3.02739
H -2.62673 0.07383 3.46192
C 2.31383 -3.76504 -8.26052
C -1.75930 1.80875 -6.45857
H 2.77422 -3.39480 0.51634
H 3.12385 -3.88412 -11.47825
H 0.85585 -0.49534 -9.89447
C -0.07128 3.48175 -0.92487
N -3.58611 -1.09702 -8.05768
H -0.44477 4.51929 -0.96426
H -1.56061 -0.35436 -9.83238
H 0.99408 1.51686 2.56524
H 2.14702 0.08553 -2.73728
C 1.14856 0.50373 2.96616
H 3.18997 0.09426 -5.63663
H -6.33645 -0.89976 -9.89628
H -1.79326 2.53478 0.04075
H -1.61690 3.97776 -6.14986
H -1.87598 1.09408 -3.83165
C 2.21914 -2.46327 0.53745
C 0.06884 0.46132 -3.22513
H 2.32787 -1.47661 -10.60797
H 2.71220 -1.70535 -0.08003
C 3.29249 0.41593 -8.89770
C 4.51982 1.15738 -7.13364
H -0.29598 -0.41626 -2.64320
P 1.37080 -1.22978 -7.57944
H -1.07131 -1.98084 -9.28941
Si -0.36249 -0.60759 2.62317
C -5.36277 -2.43195 -8.54934
H -0.70580 2.41117 -3.77915
C 4.39857 1.18999 -8.56305
H -1.46150 1.31767 -5.55170
Eu -0.02102 -2.59258 -0.20390
C 1.41386 0.91010 -2.70250
H -2.50519 1.52178 -9.63376
H 0.39685 0.68099 -8.66537
C -5.52025 -1.18657 -9.25603
C -2.29895 1.88120 -8.63818
*
```

***

Entry 2:
C37H44Br2Ge2N4O2S2Tl as an isolated structure. Source: the Open Molecules 2025 dataset; level of theory: ωB97M-V/def2-TZVPD.

Results
Strongest force on any atom: 0.75 eV Å⁻¹
Frontier orbital gap: 6.2 eV
Highest occupied orbital energy: -4.5 eV
LUMO: 0.061 Eh
Energy relative to the best compared isomer or geometry (same formula, charge and spin): 0.0 kJ/mol

Structure (ORCA input):
```
! RIJCOSX wB97M-V def2-TZVPD def2/J DEFGRID3
* xyz -1 1
C -2.03199 -4.66134 0.14130
C 3.66244 -1.74198 3.81917
H -2.52352 -1.86628 -3.52967
H -1.61568 -3.02264 1.47749
C -3.23102 -1.92385 -2.70178
C -1.65061 3.01553 -3.08137
C 5.16944 -1.58773 -0.82713
S -0.46292 1.93031 2.06951
H -3.83713 -1.60860 1.63812
O 5.61592 1.95846 6.20625
C -1.15289 -5.00952 -4.17588
H 2.47112 -2.23536 -2.53858
C -0.37314 -4.97427 -5.32079
C -3.44469 4.82822 4.76286
C -1.43298 2.95170 1.04116
C -1.72146 2.91911 -4.45994
H 3.70669 1.21339 -4.07873
H -4.77664 -1.12682 3.08913
C -1.10856 1.86405 -5.13002
H 5.99294 -2.12237 -0.34571
H 4.82931 -2.20600 -1.66114
C 3.42561 0.40123 -3.40287
C 2.52285 0.36387 3.75287
C -0.41046 0.90340 -4.41396
Tl 0.28768 -0.00626 0.64984
H -4.13735 -1.39421 -3.00789
H 1.67981 0.96839 3.44853
H 0.21552 0.25863 -2.46635
H 3.66312 -2.20728 0.62139
N -0.84437 2.03383 -0.93907
C 0.48195 -2.35913 -1.99153
H 1.28730 -4.01280 -6.28340
C 0.95532 -3.23170 -4.32218
C 0.19561 -3.27004 -3.14617
Ge 2.48462 -0.43529 -0.68542
C -5.06517 6.60115 4.58578
C 4.70423 -1.15984 4.51012
C -0.95193 2.04533 -2.37114
H 2.39209 1.71047 -2.03656
N -2.39106 3.92599 2.81868
H 4.23658 -0.32933 -3.41135
H -5.47237 7.27361 2.59194
H -2.96567 -4.36004 -0.34331
H -1.17880 1.79426 -6.20774
C -4.90253 6.58843 3.20702
N -1.47584 2.94303 -0.38128
H -4.44185 5.70216 6.43375
C -0.32801 1.00085 -3.03227
Br -2.32995 -1.12475 3.53042
S 1.22768 -1.77258 2.56886
H 4.03876 1.36518 -1.56213
H -1.49542 -5.30974 -0.55217
H 3.69936 -2.79417 3.56651
C -4.32749 5.71189 5.35716
H -0.59013 -5.62858 -6.15519
C 0.68060 -4.07180 -5.38824
C 4.67067 0.19253 4.84743
H -1.50311 -4.19301 -2.23714
N -2.25316 3.83720 1.49406
C -2.65607 -1.31362 -1.42548
H -3.49775 -2.97460 -2.57624
C -3.28489 4.82379 3.37604
H -3.89650 5.69677 1.52221
H -2.52230 -0.24058 -1.57397
C 1.71868 -1.85606 -1.84211
H 2.54786 -0.08616 -3.83290
H -0.18541 -3.77420 0.86497
Ge -0.93800 -1.93273 -0.64919
C -1.19016 -3.46094 0.57273
H -2.13099 3.82350 -2.54680
H -2.26371 3.67156 -5.01907
H 5.56801 -1.74275 4.80205
H 4.69390 2.21618 6.09830
C 3.13934 0.91539 -1.99256
C -0.87274 -4.16124 -3.11489
H 3.50659 2.01203 4.63897
H -2.30319 -5.27412 1.00476
O 6.89093 0.22364 5.71154
Br -4.12924 0.85429 1.74319
C 2.53581 -1.00097 3.42480
H -1.89347 3.27127 3.41190
H 0.06626 0.07281 -4.91918
H -5.75434 7.29201 5.05185
H -3.38312 -1.40133 -0.61272
H -2.87624 4.13220 5.36816
C 4.04138 -1.29369 0.15884
H 1.76000 -2.51495 -4.41646
H 5.58305 -0.67001 -1.25022
C -4.02260 5.71093 2.59437
C -3.91265 -0.91843 2.47117
C 5.81881 0.75702 5.59871
H -1.99110 -5.69196 -4.10694
H 4.39859 -0.66489 0.97672
C 3.56591 0.94494 4.44615
*
```

***

Entry 3:
An isolated molecule of C2H3N3OS. Source: the Open Molecules 2025 dataset; level of theory: ωB97M-V/def2-TZVPD.

Results
Strongest force on any atom: 4.88 eV Å⁻¹
SMILES: CN(C#N)[N+]([O-])=S
Frontier orbital gap: 8.0 eV
Highest occupied orbital energy: -9.3 eV
LUMO: -0.048 Eh
Energy relative to the best compared isomer or geometry (same formula, charge and spin): 409.1 kJ/mol

Structure (ORCA input):
```
! RIJCOSX wB97M-V def2-TZVPD def2/J DEFGRID3
* xyz 0 1
O 0.66188 -1.98599 0.11396
H -1.41727 -0.98203 0.52282
C 0.62570 1.44500 -0.00272
N 0.12727 0.22168 0.07587
S 2.74328 -0.38424 0.05270
N 0.92784 2.54534 0.05525
C -1.26748 -0.11878 -0.03422
H -1.39531 -0.57309 -1.09137
H -2.00394 0.64387 0.23954
N 0.99802 -0.81177 0.06819
*
```